# H2N4O

2 unconnected molecules or ions with the total composition H2N4O (ωB97M-V/def2-TZVPD, OMol25).

Values from the calculation:
SMILES: NN=O.N#N
Energy (hartree): -295.370283
Frontier orbital gap (Ha): 0.3437
Energy relative to the best compared isomer or geometry (same formula, charge and spin) (kcal per mole): 27.2

XYZ file:
```
7
Properties=species:S:1:pos:R:3:forces:R:3:lowdin_charge:R:1
N -0.067 0.163 0.194 1.27 3.47 -2.88 0.063
N -1.278 0.736 0.271 0.10 2.45 2.11 -0.325
O -1.484 1.862 -0.141 1.62 -1.35 0.15 -0.028
H 0.510 0.749 -0.547 -0.85 -1.81 1.73 0.156
H -0.218 -0.805 -0.027 0.30 -0.47 0.05 0.072
N -3.540 -0.699 0.225 2.41 0.23 -1.74 0.074
N -2.598 -0.577 -0.361 -4.85 -2.52 0.58 -0.012
```
Forces are in eV/Å.